The following is a DFT calculation (the ωB97M-V functional and the def2-TZVPD basis) of C9H28AgO9 as an isolated structure in a non-equilibrium geometry.

The calculation puts the energy above the lowest of the compared OMol25 structures with the same formula, charge and spin at 125.6 kcal per mole. The largest force on an atom comes out at 3.1 eV/A. The value obtained for the HOMO-LUMO gap is 5.12 eV. Its charge is +1.

```
47
Properties=species:S:1:pos:R:3:lowdin_charge:R:1
Ag 1.531 0.443 -1.007 0.995
O 5.873 -0.210 -3.334 -0.100
O -3.343 2.720 0.793 -0.084
O 0.040 -3.050 3.826 -0.075
O -5.046 -3.502 -4.155 -0.044
O -5.606 4.456 0.121 -0.044
O 2.726 3.892 2.205 -0.131
O 8.350 2.171 -4.533 -0.046
O -2.249 -2.589 -3.814 -0.082
O -2.047 -4.581 4.723 -0.056
C -3.919 -3.947 -4.863 -0.257
C -0.098 -3.361 5.206 -0.227
C -4.692 4.645 1.181 -0.255
C -1.589 -3.575 5.519 -0.283
C 2.896 3.677 3.602 -0.169
C -2.695 -3.924 -3.962 -0.245
C 7.147 0.376 -3.575 -0.239
C -4.225 3.322 1.750 -0.232
C 7.191 1.912 -3.793 -0.256
H -2.920 -4.225 -2.938 0.117
H 2.093 4.611 2.141 0.071
H -3.673 -3.382 -5.763 0.125
H -4.969 -2.552 -4.035 0.077
H -4.995 5.288 2.008 0.127
H 0.528 -4.217 5.459 0.116
H 7.131 2.391 -2.815 0.121
H -5.130 2.716 1.749 0.118
H -3.015 -2.013 -3.877 0.064
H 7.780 0.029 -2.758 0.116
H -3.854 2.673 -0.019 0.060
H -3.836 3.327 2.768 0.125
H 0.349 -2.620 5.868 0.115
H -3.788 5.094 0.770 0.115
H 6.335 2.094 -4.442 0.116
H -2.981 -4.710 4.905 0.104
H -0.643 -3.587 3.417 0.065
H 5.820 -1.161 -3.459 0.081
H 3.760 3.037 3.784 0.078
H 3.121 4.558 4.202 0.079
H 8.470 3.102 -4.332 0.091
H -4.151 -4.961 -5.191 0.125
H -5.343 3.737 -0.459 0.072
H 2.019 3.202 4.042 0.074
H 7.543 -0.071 -4.487 0.118
H -1.951 -4.623 -4.345 0.120
H -1.666 -3.864 6.567 0.118
H -2.282 -2.751 5.348 0.124
```

---

The following is a DFT calculation (the ωB97M-V functional and the def2-TZVPD basis) of C9H28AsFeN2O2Si as an isolated structure in a non-equilibrium geometry.

Its expectation value of S² is 0.78. The largest force on an atom comes out at 1.7 eV/A. The value obtained for the HOMO-LUMO gap (alpha / beta) is 7.41 / 8.17 eV. Its charge is +2. The multiplicity is 2.

```
44
Properties=species:S:1:pos:R:3:lowdin_charge:R:1
As -1.380 1.707 -2.763 1.066
Fe 0.049 0.057 0.020 0.771
Si 0.156 0.034 3.384 0.359
O 0.073 0.057 1.703 -0.367
O -0.765 1.022 -1.338 -0.550
N 1.995 -0.121 -0.497 0.026
N -0.529 -1.821 -0.423 0.024
C 2.579 -1.485 -0.562 -0.181
C 1.676 -2.421 -1.339 -0.164
C -2.838 0.641 -3.385 -0.176
C -1.984 3.478 -2.414 -0.170
C 0.510 -2.879 -0.487 -0.179
C 0.022 1.761 -4.060 -0.179
C 1.918 0.184 3.974 -0.160
C -0.813 1.453 4.108 -0.155
C -0.599 -1.545 4.034 -0.161
H -3.399 1.200 -4.133 0.063
H -1.018 -1.771 -1.314 0.120
H -1.170 4.062 -1.988 0.059
H 2.532 0.435 0.168 0.134
H 2.377 1.112 3.625 0.037
H -1.223 -2.072 0.279 0.134
H 2.252 -3.289 -1.658 0.137
H -2.300 3.927 -3.356 0.065
H -0.367 2.141 -5.004 0.064
H 0.425 0.762 -4.214 0.046
H -3.486 0.423 -2.537 0.056
H -0.558 -1.542 5.123 0.050
H -1.642 -1.640 3.725 0.037
H -1.863 1.394 3.815 0.039
H -2.820 3.454 -1.719 0.061
H -0.051 -2.420 3.674 0.030
H 2.697 -1.845 0.460 0.132
H 1.314 -1.930 -2.250 0.123
H 2.091 0.335 -1.402 0.122
H 0.806 2.425 -3.699 0.055
H 3.570 -1.447 -1.015 0.139
H -0.738 1.393 5.194 0.051
H 1.930 0.181 5.064 0.051
H -0.408 2.409 3.772 0.038
H 0.081 -3.795 -0.894 0.139
H 2.527 -0.654 3.624 0.031
H -2.476 -0.286 -3.824 0.051
H 0.844 -3.088 0.529 0.132
```

---

The following is a DFT calculation (the ωB97M-V functional and the def2-TZVPD basis) of a 3-piece molecular cluster, C9H29N2O10P3 overall in a non-equilibrium geometry.

The structure (SMILES) is COP(=O)(OC)OC.COP(=O)(OC)OC.NCCOCP(N)O. The largest force on an atom comes out at 10.1 eV/A. The value obtained for the HOMO-LUMO gap is 4.09 eV.

```
53
Properties=species:S:1:pos:R:3:lowdin_charge:R:1
P 0.815 -1.202 -1.154 0.824
P -5.170 -0.745 1.298 0.822
P 5.393 1.751 1.495 0.837
O 5.594 3.322 2.220 -0.385
O 3.754 3.265 -0.090 -0.290
O -5.415 -2.387 0.813 -0.333
O 0.517 0.099 -2.255 -0.340
O 1.112 -2.503 -0.053 -0.325
O -0.446 -2.029 -1.819 -0.287
O -3.708 -1.047 1.653 -0.247
O 2.125 -1.540 -1.878 -0.248
O -6.148 -1.004 2.599 -0.288
O -4.926 0.897 1.784 -0.326
N 4.887 0.508 2.679 -0.234
N 5.738 3.358 -2.113 -0.052
C 1.437 -3.781 -0.578 -0.146
C -1.739 -1.511 -1.569 -0.119
C 3.892 1.842 0.257 -0.374
C -4.745 -3.422 1.517 -0.139
C -7.522 -1.195 2.324 -0.122
C 4.312 3.502 -2.614 -0.253
C -4.332 1.154 3.048 -0.143
C 3.164 3.428 -1.441 -0.187
C 0.906 -0.044 -3.613 -0.143
H -3.709 -3.499 1.173 0.080
H 1.207 -4.530 0.184 0.087
H -2.412 -2.335 -1.324 0.088
H 2.964 1.437 0.876 0.094
H 2.507 -3.831 -0.797 0.083
H 4.260 4.546 -3.181 0.119
H 6.422 3.315 -2.918 0.077
H -4.680 0.459 3.815 0.083
H 1.979 0.146 -3.717 0.078
H 2.319 2.624 -1.652 0.124
H 4.074 1.151 -0.673 0.104
H -7.766 -2.255 2.431 0.091
H 0.652 -1.038 -3.998 0.090
H 0.371 0.705 -4.203 0.090
H 6.316 3.864 1.741 0.080
H -8.113 -0.625 3.044 0.092
H -4.606 2.168 3.353 0.088
H 4.707 0.903 3.628 0.036
H -3.243 1.104 2.963 0.084
H -5.248 -4.367 1.295 0.092
H -4.780 -3.254 2.599 0.091
H 2.594 4.477 -1.409 0.134
H -2.107 -1.014 -2.471 0.090
H -1.731 -0.796 -0.741 0.079
H 5.537 -0.308 2.694 0.026
H 0.860 -4.016 -1.476 0.082
H -7.778 -0.866 1.312 0.083
H 5.868 2.434 -1.624 0.048
H 4.039 2.681 -3.433 0.106
```

---

The following is a DFT calculation (the ωB97M-V functional and the def2-TZVPD basis) of a 9-piece molecular cluster, C9H31FN2O11S overall in a non-equilibrium geometry.

The structure (SMILES) is C#CCCCN(CC(=O)N(C)C)S(=O)(=O)F.O.O.O.O.O.O.O.O. The largest force on an atom comes out at 9.7 eV/A. The value obtained for the HOMO-LUMO gap is 8.11 eV.

```
55
Properties=species:S:1:pos:R:3:lowdin_charge:R:1
S -3.145 0.152 -0.781 0.907
F -4.048 -0.491 -2.133 -0.233
O 0.678 -3.871 5.018 -0.088
O -0.951 -1.117 -3.164 -0.075
O -4.219 0.673 0.250 -0.348
O -0.649 1.900 5.468 -0.066
O 0.409 2.459 -4.985 -0.066
O 3.321 -2.635 -5.050 -0.071
O 0.246 4.560 4.391 -0.075
O -2.460 -1.060 -0.115 -0.311
O -3.637 -3.050 -4.408 -0.072
O 3.230 3.521 -2.340 -0.070
O 1.920 -6.253 6.801 -0.076
N -2.139 1.493 -1.185 -0.267
N 0.914 -0.433 -1.744 -0.192
C -1.233 1.287 -2.362 -0.124
C 1.457 -1.797 -2.105 -0.100
C -0.872 -0.362 3.047 -0.078
C -0.523 1.288 0.924 -0.177
C -0.409 -0.125 -2.406 -0.242
C -1.179 1.170 2.454 -0.178
C -1.506 2.195 -0.019 -0.190
C 1.933 0.673 -1.911 -0.103
C -0.490 -1.670 3.411 0.033
H 1.952 1.119 -3.009 0.100
H -2.312 2.777 0.643 0.147
H -0.056 -2.779 3.364 0.048
H -4.360 -2.928 -3.775 0.031
H 1.323 -3.192 5.266 0.057
H -0.475 2.192 -2.517 0.140
H 2.891 -3.482 -5.240 0.045
H 0.684 -2.666 -1.846 0.120
H 1.851 -1.848 -3.214 0.088
H -0.021 1.612 -5.175 0.038
H 3.086 -2.078 -5.807 0.041
H 1.645 1.509 -1.108 0.091
H 0.520 1.843 1.089 0.123
H 1.491 -7.100 6.611 0.037
H -0.216 3.716 4.503 -0.018
H -2.331 1.389 2.451 0.114
H 2.988 0.256 -1.565 0.114
H -0.625 1.942 3.164 0.083
H -1.229 2.310 6.128 0.063
H -0.046 -3.749 5.652 0.061
H 3.821 3.198 -3.036 0.043
H 0.174 3.016 -5.742 0.048
H -1.919 1.304 -3.339 0.152
H -0.277 0.220 0.516 0.099
H -0.821 3.060 -0.474 0.146
H 3.704 4.278 -1.963 0.042
H -0.219 1.179 5.951 0.060
H 2.388 -1.999 -1.391 0.106
H -2.992 -2.371 -4.160 0.006
H 1.685 -5.696 6.044 -0.002
H 1.047 4.461 4.927 0.039
```

---

no.,calculated total energy (hartree)
1,-1183.35567
2,-4408.18595
3,-2245.93559
4,-1796.32160